Formula: C69H60FNO19P2
Source: the Open Molecules 2025 dataset
Level of theory: the ωB97M-V functional and the def2-TZVPD basis

E_tot: -4932.10985 Eh
HOMO: -9.12 eV
molar mass: 1288.17 g mol⁻¹

Geometry (Å):
C 5.2447 -1.1287 3.4318
C 4.9806 -2.5184 2.8189
C 3.6560 -2.6480 1.9899
C 3.0907 -1.3612 1.4227
C 3.7796 -0.5504 0.5022
P 5.4580 -0.9415 -0.1268
P 5.0646 -2.3200 -1.7879
O 5.9862 -2.0479 -2.9004
O 3.5374 -2.0202 -2.2213
O 5.1088 -3.8693 -1.2959
C 3.2075 0.6035 -0.0127
C 3.9008 1.5149 -1.0386
O 4.0626 2.6837 -0.7891
N 4.2611 0.8888 -2.2879
C 4.2508 1.8016 -3.3914
O 3.5465 1.6620 -4.3537
F 5.1150 2.8321 -3.3423
C 1.9445 1.0198 0.3602
C 1.2686 0.2301 1.2473
C 1.8176 -0.9289 1.7640
C 0.8943 -1.6957 2.7049
O 1.2648 -2.2095 3.7412
C -0.5604 -1.7195 2.2580
C -1.3737 -2.8400 2.3190
C -0.8597 -4.1916 2.8401
C -0.3912 -4.9903 1.6092
C 0.8485 -4.7049 1.0881
C 1.3643 -5.3199 -0.0320
C 0.5889 -6.2775 -0.6576
C -0.6512 -6.5935 -0.1385
C -1.4512 -7.6594 -0.8984
C -1.1541 -5.9656 0.9786
C -2.6946 -2.7668 1.8659
C -3.6408 -3.9516 1.8638
C -3.1786 -1.5784 1.3601
C -2.3898 -0.4468 1.2812
C -2.9434 0.8512 0.6816
C -4.1485 0.5952 -0.2431
C -4.5865 1.8299 -1.0587
C -5.2840 1.3312 -2.3483
C -5.7051 2.5731 -0.2229
C -1.0967 -0.5455 1.7315
C -0.1425 0.6176 1.6582
O -0.4560 1.7614 1.9192
H 5.1971 -0.2997 2.7216
H 4.5828 -0.9978 4.2938
H 6.2653 -1.1407 3.8402
H 5.8268 -2.9070 2.2431
H 4.8805 -3.2122 3.6644
H 3.8590 -3.3095 1.1302
H 2.9422 -3.1795 2.6130
H 6.1855 -1.7409 0.7730
H 3.3834 -2.3901 -3.1041
H 4.3206 -4.3114 -1.6443
H 5.1958 0.4740 -2.2465
H 1.5149 1.9299 -0.0492
H -1.6238 -4.7333 3.3991
H 0.0215 -4.0703 3.4710
H 1.4538 -3.9523 1.5809
H 2.3448 -4.9980 -0.3731
H 0.9813 -6.7545 -1.5530
H -1.5968 -7.2691 -1.9120
H -2.4212 -7.8039 -0.4173
H -0.8550 -8.5745 -0.9411
H -2.1359 -6.2302 1.3619
H -4.6730 -3.6048 1.9568
H -3.3727 -4.7372 2.5683
H -3.5643 -4.4058 0.8622
H -4.2078 -1.5969 1.0182
H -2.1388 1.2393 0.0382
H -3.1267 1.6054 1.4542
H -3.8527 -0.2007 -0.9457
H -4.9697 0.1802 0.3538
H -3.7691 2.5068 -1.3223
H -5.7229 2.2000 -2.8569
H -4.5903 0.8151 -3.0240
H -6.1251 0.6690 -2.1050
H -5.3448 3.5924 -0.0489
H -6.6311 2.5850 -0.8184
H -5.9249 2.0333 0.7021
O -3.7978 -0.8808 4.1347
C -3.5192 -1.0637 5.3019
C -4.5374 -0.9486 6.3683
C -4.2206 -1.1364 7.6451
C -2.8367 -1.4740 8.0564
O -2.5494 -1.6445 9.2209
C -1.8163 -1.5943 6.9865
C -2.1331 -1.4033 5.7087
H -5.5419 -0.6978 6.0510
H -4.9493 -1.0493 8.4403
H -0.8106 -1.8407 7.3037
H -1.4028 -1.4834 4.9114
O -9.5120 8.1051 -3.6060
C -9.3029 6.9690 -3.2406
C -9.6921 6.5120 -1.8837
C -9.4602 5.2650 -1.4826
C -8.8048 4.2784 -2.3748
O -8.5952 3.1412 -2.0092
C -8.4153 4.7343 -3.7312
C -8.6469 5.9813 -4.1328
H -10.1698 7.2460 -1.2473
H -9.7358 4.9128 -0.4967
H -7.9374 4.0000 -4.3673
H -8.3709 6.3330 -5.1186
O 5.0116 8.8703 -1.4702
C 4.0700 8.1668 -1.1727
C 2.7428 8.7512 -0.8565
C 1.7096 7.9802 -0.5279
C 1.8405 6.5036 -0.4654
O 0.8980 5.8005 -0.1683
C 3.1661 5.9197 -0.7809
C 4.1994 6.6907 -1.1097
H 2.6672 9.8300 -0.9083
H 0.7341 8.3873 -0.2935
H 3.2425 4.8419 -0.7292
H 5.1743 6.2823 -1.3442
O 8.7675 -3.5125 -0.9361
C 9.1931 -3.9068 -2.0045
C 10.4966 -4.6086 -2.0996
C 10.9626 -5.0379 -3.2692
C 10.1980 -4.8342 -4.5263
O 10.6258 -5.2292 -5.5903
C 8.8962 -4.1327 -4.4276
C 8.4284 -3.7024 -3.2571
H 11.0392 -4.7485 -1.1729
H 11.9112 -5.5515 -3.3615
H 8.3535 -3.9926 -5.3541
H 7.4761 -3.1850 -3.1552
O 3.0977 -0.6350 -9.1997
C 2.0899 -0.1977 -8.6872
C 2.0876 0.2962 -7.2887
C 0.9798 0.7734 -6.7270
C -0.2993 0.8334 -7.4754
O -1.3086 1.2697 -6.9644
C -0.2974 0.3395 -8.8747
C 0.8102 -0.1376 -9.4364
H 3.0294 0.2465 -6.7569
H 0.9600 1.1375 -5.7076
H -1.2400 0.3906 -9.4047
H 0.8322 -0.5019 -10.4556
O -3.0600 5.2758 3.7383
C -3.1766 4.4662 4.6315
C -2.3437 3.2383 4.6750
C -2.4783 2.3510 5.6582
C -3.4628 2.5506 6.7502
O -3.5843 1.7380 7.6451
C -4.2944 3.7768 6.7064
C -4.1612 4.6653 5.7252
H -1.6303 3.1083 3.8691
H -1.8814 1.4483 5.7077
H -5.0077 3.9042 7.5109
H -4.7584 5.5669 5.6758

Atomic partial charges in e from the Löwdin method, atoms 1 to 99:
1. C -0.099
2. C -0.243
3. C -0.142
4. C -0.150
5. C -0.346
6. P 0.995
7. P 0.320
8. O -0.335
9. O -0.169
10. O -0.171
11. C -0.138
12. C -0.378
13. O 0.133
14. N 0.135
15. C -0.458
16. O 0.163
17. F 0.132
18. C 0.067
19. C -0.056
20. C -0.019
21. C -0.246
22. O 0.106
23. C -0.041
24. C -0.102
25. C -0.054
26. C -0.181
27. C -0.043
28. C -0.059
29. C -0.060
30. C -0.270
31. C -0.040
32. C -0.004
33. C -0.188
34. C -0.021
35. C 0.003
36. C -0.131
37. C -0.109
38. C -0.205
39. C -0.381
40. C -0.094
41. C -0.057
42. C -0.051
43. C -0.246
44. O 0.129
45. H 0.053
46. H 0.083
47. H 0.078
48. H 0.075
49. H 0.109
50. H 0.103
51. H 0.085
52. H -0.053
53. H 0.094
54. H 0.063
55. H 0.082
56. H 0.148
57. H 0.111
58. H 0.106
59. H 0.082
60. H 0.089
61. H 0.116
62. H 0.081
63. H 0.073
64. H 0.081
65. H 0.110
66. H 0.088
67. H 0.064
68. H 0.093
69. H 0.120
70. H 0.121
71. H 0.127
72. H 0.118
73. H 0.106
74. H 0.130
75. H 0.066
76. H 0.075
77. H 0.086
78. H 0.074
79. H 0.040
80. H 0.070
81. O 0.110
82. C -0.379
83. C 0.009
84. C 0.008
85. C -0.386
86. O 0.113
87. C 0.033
88. C 0.021
89. H 0.124
90. H 0.127
91. H 0.125
92. H 0.109
93. O 0.109
94. C -0.387
95. C 0.021
96. C 0.023
97. C -0.381
98. O 0.090
99. C 0.022

Formula: C23H27BrN6O2Os
Source: the Open Molecules 2025 dataset
Level of theory: the ωB97M-V functional and the def2-TZVPD basis

net charge: +2
E_tot: -4035.90459 Eh
HOMO: -13.69 eV
molar mass: 689.64 g mol⁻¹

Geometry (Å):
Os 0.3004 -0.4933 -0.6947
Br 2.7360 5.0972 3.4760
C 2.0793 4.0024 2.1046
C 0.8279 4.2541 1.5627
C 0.3366 3.4275 0.5634
C 1.0912 2.3489 0.1252
C 2.3463 2.1070 0.6633
C 2.8500 2.9411 1.6449
N 0.5739 1.4854 -0.9027
C 0.0656 2.0267 -1.9536
C -0.6157 1.1848 -2.9210
C -1.0453 1.6164 -4.1593
C -1.6696 0.7011 -4.9963
C -1.8665 -0.5929 -4.5429
C -1.3944 -0.9502 -3.2898
N -0.7747 -0.0798 -2.4911
H 0.2426 5.0922 1.9146
H -0.6449 3.6100 0.1427
H 2.9462 1.2954 0.2776
H 3.8417 2.7837 2.0463
H 0.1752 3.0912 -2.1365
H -0.8748 2.6393 -4.4670
H -1.9820 0.9897 -5.9904
H -2.3659 -1.3306 -5.1547
H -1.5072 -1.9601 -2.9160
C -3.4142 -2.6610 3.5533
C -2.8807 -1.2372 3.5993
N -1.9659 -0.9432 2.4776
C -0.6135 -1.4293 2.6001
C 0.4095 -0.2841 2.7017
C -2.3830 -0.4479 1.3109
C -3.8327 -0.0635 1.1931
N -1.5912 -0.2632 0.2679
H -4.0520 -2.8439 4.4172
H -2.6024 -3.3894 3.5762
H -4.0037 -2.8369 2.6529
H -2.3156 -1.0747 4.5165
H -3.6940 -0.5180 3.5989
H -0.3743 -2.0179 1.7122
H -0.5484 -2.0880 3.4634
H 0.0268 0.5946 2.1866
H 2.4298 -1.0102 2.5997
H 0.6206 -0.0128 3.7330
H -4.0732 0.7384 1.8911
H -4.4836 -0.9085 1.4126
H -4.0533 0.2872 0.1884
H -2.1753 0.0903 -0.4798
O 1.6168 -1.2381 -3.9879
C 2.3238 -1.5187 -3.0748
C 3.6670 -2.2228 -3.0779
C 4.0991 -2.2627 -1.6070
C 2.9409 -1.6114 -0.9446
O 2.8471 -1.4536 0.3648
N 1.9769 -1.2147 -1.6966
H 4.3585 -1.6864 -3.7251
H 3.5391 -3.2145 -3.5111
H 5.0204 -1.7149 -1.4049
H 4.2420 -3.2700 -1.2137
N 1.6464 -0.6833 2.0461
C 1.6200 -0.8764 0.7543

Now the Löwdin charges, all in e:
1. Os 1.331
2. Br 0.830
3. C -0.689
4. C -0.094
5. C -0.015
6. C -0.265
7. C -0.031
8. C -0.095
9. N -0.064
10. C -0.029
11. C -0.248
12. C 0.031
13. C -0.001
14. C -0.005
15. C -0.095
16. N -0.077
17. H 0.116
18. H 0.124
19. H 0.109
20. H 0.114
21. H 0.155
22. H 0.134
23. H 0.130
24. H 0.127
25. H 0.126
26. C -0.050
27. C -0.180
28. N -0.064
29. C -0.127
30. C -0.117
31. C -0.368
32. C 0.023
33. N -0.011
34. H 0.093
35. H 0.080
36. H 0.077
37. H 0.130
38. H 0.113
39. H 0.108
40. H 0.135
41. H 0.108
42. H 0.177
43. H 0.140
44. H 0.105
45. H 0.095
46. H 0.091
47. H 0.047
48. O 0.152
49. C -0.388
50. C -0.037
51. C -0.033
52. C -0.334
53. O 0.084
54. N 0.026
55. H 0.143
56. H 0.143
57. H 0.146
58. H 0.146
59. N 0.059
60. C -0.332

no.,HOMO-LUMO gap (eV)
1,7.6
2,7.2